{
  "formula": "C9H19NOTl",
  "method": "ωB97M-V with the def2-TZVPD basis set",
  "total_charge": 3,
  "e_above_lowest_kcal_mol": 7.5,
  "e_lumo_ev": -16.6,
  "orbital_gap_ha": 0.215,
  "total_energy_ha": -655.46614,
  "symbols": ["Tl", "C", "C", "C", "C", "C", "C", "N", "O", "C", "C", "C", "H", "H", "H", "H", "H", "H", "H", "H", "H", "H", "H", "H", "H", "H", "H", "H", "H", "H", "H"],
  "coordinates": [[-2.525, -3.407, -2.263], [2.013, -0.973, 0.036], [0.545, -0.937, 0.718], [0.599, 0.099, 1.841], [0.583, 1.545, 1.403], [-0.643, 1.740, 0.540], [-0.716, 0.825, -0.678], [-0.357, -0.519, -0.327], [-0.271, -1.349, -1.436], [-2.216, 0.847, -1.177], [0.151, 1.344, -1.881], [0.300, -2.321, 1.372], [2.739, -1.054, 0.845], [2.206, -0.063, -0.526], [2.141, -1.872, -0.573], [-0.258, -0.083, 2.507], [1.486, -0.087, 2.452], [1.505, 1.750, 0.830], [0.643, 2.287, 2.196], [-0.792, 2.766, 0.196], [-1.536, 1.532, 1.142], [-2.584, 1.821, -1.498], [-2.435, 0.159, -1.995], [-2.850, 0.541, -0.343], [0.072, 0.864, -2.853], [-0.030, 2.419, -1.889], [1.217, 1.245, -1.641], [-0.792, -2.477, 1.389], [0.407, -2.319, 2.457], [0.742, -3.171, 0.865], [0.657, -1.152, -1.708]]
}

{
  "formula": "C9H19OP",
  "method": "ωB97M-V with the def2-TZVPD basis set",
  "e_above_lowest_kcal_mol": 75.8,
  "e_lumo_ev": 0.8,
  "orbital_gap_ha": 0.353,
  "total_energy_ha": -770.72830,
  "symbols": ["C", "C", "C", "C", "C", "C", "C", "C", "C", "O", "P", "H", "H", "H", "H", "H", "H", "H", "H", "H", "H", "H", "H", "H", "H", "H", "H", "H", "H", "H"],
  "coordinates": [[1.179, 1.480, -1.094], [1.075, 0.837, 0.057], [-0.875, 0.889, 1.434], [0.492, -2.029, 0.947], [-1.917, -1.752, 0.326], [-0.313, -1.242, -1.391], [3.507, 0.661, 0.497], [-0.159, 0.218, 0.529], [-0.474, -1.220, 0.126], [2.097, 0.629, 0.936], [-2.608, 2.613, -0.513], [2.107, 2.050, -1.336], [0.443, 1.737, -1.898], [-1.778, 0.431, 1.913], [-0.516, 1.930, 1.747], [-3.932, 3.056, -0.643], [1.247, -1.420, 1.302], [1.008, -2.884, 0.314], [0.165, -2.592, 1.898], [-2.571, -0.928, 0.297], [-1.767, -2.254, 1.354], [-2.104, -2.397, -0.491], [-0.780, -0.409, -1.762], [-0.693, -2.176, -1.979], [0.830, -1.019, -1.709], [3.612, 0.048, -0.348], [3.816, 0.192, 1.468], [3.855, 1.664, 0.292], [-1.886, 2.567, -1.681], [-3.060, 1.319, -0.592]]
}

{
  "formula": "C9H20Br2CaClF2N3O9PS4",
  "method": "ωB97M-V with the def2-TZVPD basis set",
  "total_charge": 1,
  "e_lumo_ev": -7.7,
  "orbital_gap_ha": 0.045,
  "total_energy_ha": -9614.93190,
  "symbols": ["P", "C", "C", "C", "S", "C", "S", "N", "C", "C", "N", "C", "H", "H", "H", "H", "H", "H", "H", "H", "H", "H", "H", "H", "H", "N", "S", "O", "O", "F", "S", "O", "O", "F", "O", "H", "H", "H", "O", "Cl", "O", "O", "O", "Br", "C", "C", "Br", "H", "H", "H", "H", "Ca"],
  "coordinates": [[3.796, -2.333, 0.604], [3.745, -0.530, 1.460], [2.825, 0.465, 0.740], [1.561, 0.924, 1.524], [0.212, 1.090, 0.313], [-0.900, -0.280, 0.372], [-1.516, -0.716, -1.012], [-1.290, -0.929, 1.598], [-0.482, -1.529, 2.511], [-1.276, -2.029, 3.474], [-2.562, -1.736, 3.158], [-2.566, -1.103, 2.052], [5.102, -2.542, 1.124], [2.732, -2.762, 1.434], [3.597, -1.716, -0.657], [3.825, -3.624, -0.035], [4.768, -0.148, 1.334], [3.558, -0.624, 2.554], [2.510, 0.059, -0.214], [3.401, 1.363, 0.535], [1.351, 0.273, 2.363], [1.722, 1.913, 1.932], [0.577, -1.554, 2.382], [-0.926, -2.555, 4.338], [-3.433, -0.759, 1.534], [-1.167, -1.450, -5.867], [-2.100, -2.595, -6.476], [-3.483, -2.459, -6.175], [-1.535, -3.899, -6.463], [-2.004, -2.158, -7.981], [-1.051, -1.481, -4.307], [-0.489, -0.278, -3.788], [-0.599, -2.699, -3.712], [-2.570, -1.381, -3.810], [-0.893, 1.032, 4.464], [-0.713, 0.446, 5.223], [-1.632, 1.657, 4.663], [-1.062, 0.494, 3.645], [-0.491, 1.176, -7.360], [0.543, 0.787, -8.295], [0.076, 0.968, -9.631], [0.828, -0.610, -8.056], [1.725, 1.559, -8.049], [-0.297, 4.554, 3.924], [-2.071, 3.809, 3.610], [-3.036, 4.171, 4.695], [-2.676, 3.076, 6.266], [-1.957, 2.733, 3.525], [-2.375, 4.209, 2.646], [-4.056, 3.935, 4.400], [-2.976, 5.212, 4.994], [5.729, 0.574, 2.496]]
}

{
  "formula": "C9H20Br2O4Si",
  "method": "ωB97M-V with the def2-TZVPD basis set",
  "e_lumo_ev": 0.5,
  "orbital_gap_ha": 0.359,
  "total_energy_ha": -6093.32148,
  "symbols": ["C", "C", "Br", "C", "Br", "Si", "C", "O", "C", "O", "C", "C", "O", "H", "H", "H", "H", "H", "H", "H", "H", "H", "H", "H", "H", "H", "H", "C", "C", "O", "H", "H", "H", "H", "H", "H"],
  "coordinates": [[2.232, -0.909, 0.330], [2.396, -0.099, -0.927], [4.164, 0.581, -1.162], [1.429, 0.128, -1.832], [1.768, 1.126, -3.422], [-0.341, -0.500, -1.683], [-1.505, 0.970, -2.012], [-1.929, 1.528, -0.764], [-3.282, 1.384, -0.529], [-3.579, 0.026, -0.314], [-4.933, -0.285, -0.579], [-5.178, -1.757, -0.291], [-5.342, -2.544, -1.464], [3.112, -0.781, 0.955], [2.183, -1.969, 0.090], [1.372, -0.599, 0.910], [-0.570, -0.908, -0.288], [-0.602, -1.628, -2.597], [-2.362, 0.657, -2.607], [-0.967, 1.741, -2.561], [-3.511, 1.979, 0.356], [-3.862, 1.764, -1.381], [-5.174, -0.069, -1.625], [-5.584, 0.347, 0.033], [-6.058, -1.877, 0.342], [-4.322, -2.155, 0.242], [-5.958, -2.100, -2.043], [5.783, -0.004, 2.682], [4.689, 0.926, 3.174], [4.671, 2.158, 2.461], [6.757, 0.477, 2.772], [5.797, -0.932, 3.256], [5.632, -0.253, 1.629], [4.848, 1.184, 4.219], [3.709, 0.439, 3.095], [4.519, 1.955, 1.534]]
}

{
  "formula": "C9H20FNP",
  "method": "ωB97M-V with the def2-TZVPD basis set",
  "total_charge": 1,
  "e_above_lowest_kcal_mol": 21.6,
  "e_lumo_ev": [-3.8, -3.8],
  "orbital_gap_ha": [0.279, 0.279],
  "total_energy_ha": -850.54523,
  "symbols": ["C", "C", "C", "C", "C", "C", "C", "C", "C", "N", "F", "P", "H", "H", "H", "H", "H", "H", "H", "H", "H", "H", "H", "H", "H", "H", "H", "H", "H", "H", "H", "H"],
  "coordinates": [[2.683, 0.105, 1.171], [2.227, 1.360, 0.404], [1.951, -0.484, -1.080], [2.392, -1.107, 0.257], [1.304, 0.838, -0.691], [3.590, -2.032, 0.093], [-5.406, -0.483, -0.727], [-1.047, 1.660, -0.096], [-4.394, -0.472, 0.344], [-0.062, 0.564, -0.122], [-3.996, -1.700, 0.699], [-2.942, 0.680, 0.343], [3.747, 0.165, 1.393], [2.168, 0.009, 2.127], [1.746, 2.098, 1.044], [3.081, 1.844, -0.065], [2.830, -0.280, -1.692], [1.293, -1.136, -1.655], [1.569, -1.699, 0.672], [1.180, 1.527, -1.528], [3.858, -2.479, 1.048], [4.450, -1.488, -0.286], [3.356, -2.835, -0.602], [-5.216, -1.248, -1.482], [-6.360, -0.740, -0.258], [-5.499, 0.499, -1.182], [-1.110, 2.126, -1.076], [-0.800, 2.405, 0.657], [-0.479, -0.207, -0.662], [0.074, 0.216, 0.835], [-3.628, 1.866, 0.471], [-2.560, 0.428, 1.647]]
}

{
  "formula": "C9H20N2O2Si",
  "method": "ωB97M-V with the def2-TZVPD basis set",
  "e_above_lowest_kcal_mol": 0.0,
  "e_lumo_ev": 0.9,
  "orbital_gap_ha": 0.362,
  "total_energy_ha": -904.49597,
  "symbols": ["C", "C", "C", "C", "C", "C", "C", "C", "C", "N", "N", "O", "O", "Si", "H", "H", "H", "H", "H", "H", "H", "H", "H", "H", "H", "H", "H", "H", "H", "H", "H", "H", "H", "H"],
  "coordinates": [[-2.461, 1.218, -0.574], [-1.978, 0.492, 0.646], [0.440, 2.228, 2.369], [0.181, -2.623, 0.887], [-1.295, -1.539, -2.819], [2.208, 0.985, -2.385], [1.195, 0.978, 1.939], [1.069, -1.419, 1.174], [0.257, -0.171, 1.536], [-1.686, 1.385, -1.552], [-0.586, 0.219, 0.428], [-0.106, -0.998, -2.339], [1.249, 1.286, -1.402], [-0.176, 0.591, -1.190], [-3.480, 1.591, -0.599], [-2.151, 1.091, 1.547], [-2.563, -0.434, 0.746], [-0.174, 2.593, 1.552], [-0.198, 2.018, 3.225], [1.136, 3.015, 2.646], [-0.476, -2.406, 0.050], [0.792, -3.482, 0.624], [-0.421, -2.876, 1.758], [-1.026, -2.380, -3.464], [-1.866, -0.808, -3.400], [-1.938, -1.909, -2.010], [3.165, 0.830, -1.883], [2.291, 1.830, -3.070], [1.925, 0.089, -2.932], [1.837, 0.638, 2.754], [1.826, 1.216, 1.080], [1.751, -1.648, 1.995], [1.657, -1.193, 0.285], [-0.398, -0.407, 2.383]]
}